# 1
Density functional theory data (the ωB97M-V functional and the def2-TZVPD basis) for a cluster of 4 separate species, CH10NO4 in total.

XYZ file:
```
16
CH10NO4 (the ωB97M-V functional and the def2-TZVPD basis)
N -0.043 0.965 0.712
C 0.905 0.384 -0.346
O 0.778 -0.903 -0.621
H -0.741 0.140 0.863
H 0.358 1.096 1.605
H 0.513 1.008 -1.215
H 1.925 0.761 -0.131
H -2.095 -1.637 -0.549
H -0.742 -1.350 -1.012
O -1.659 -1.550 -1.307
H -2.192 3.321 0.654
H -0.839 2.971 0.418
O -1.426 3.751 0.420
H 1.453 -1.749 0.320
H 1.485 -3.356 0.536
O 1.776 -2.581 0.959
```

Values from the calculation:
- Total charge: -1

# 2
Density functional theory data (the ωB97M-V functional and the def2-TZVPD basis) for a structure of composition CH10Na5O8.

XYZ file:
```
24
CH10Na5O8 (the ωB97M-V functional and the def2-TZVPD basis)
Na -3.790 23.468 11.848
Na -1.152 23.615 12.684
Na -2.361 21.285 14.021
Na 0.747 22.693 10.550
Na -2.131 22.787 9.637
C -1.509 21.747 11.574
O -2.473 22.497 11.594
O -0.808 21.825 10.555
O -1.044 21.291 12.608
O -3.154 19.769 11.448
H -2.255 20.085 11.535
H -3.672 20.558 11.293
O -0.598 20.826 8.886
H -0.703 21.191 9.765
H -0.409 21.584 8.332
O 0.755 22.935 12.818
H 1.299 22.862 13.602
H 0.360 22.069 12.719
O 0.056 20.633 14.139
H -0.317 21.104 13.393
H -0.489 19.851 14.225
O -0.279 19.280 11.633
H -0.843 19.005 10.910
H -0.359 20.233 11.652
```

Values from the calculation:
- Total charge: +3

# 3
Density functional theory data (the ωB97M-V functional and the def2-TZVPD basis) for a cluster of 4 separate species, CH10O3S in total.

XYZ file:
```
15
CH10O3S (the ωB97M-V functional and the def2-TZVPD basis)
C 0.353 0.813 1.743
S -0.900 -0.036 2.721
H 1.361 0.622 2.097
H 0.403 0.402 0.729
H 0.134 1.862 1.572
H -0.255 -1.185 2.750
O 0.892 1.563 -1.792
H 0.493 0.706 -1.843
H 0.385 1.969 -1.088
O -1.901 0.234 -1.647
H -1.983 0.016 -0.728
H -2.175 1.103 -1.935
O 1.311 -2.679 -1.105
H 1.450 -2.936 -0.209
H 0.431 -2.455 -1.264
```

Values from the calculation:
- Structure (SMILES): CS.O.O.O

# 4
Density functional theory data (the ωB97M-V functional and the def2-TZVPD basis) for a cluster of 4 separate species, CH10O3S2 in total.

XYZ file:
```
16
CH10O3S2 (the ωB97M-V functional and the def2-TZVPD basis)
C 2.052 0.346 -0.146
S 2.524 1.670 -1.436
S 0.886 2.906 -0.873
H 1.034 0.653 0.096
H 2.695 0.445 0.666
H 2.152 -0.637 -0.616
H 0.908 2.598 0.464
O -4.107 -4.891 1.524
H -4.921 -5.426 1.656
H -4.435 -4.141 0.979
O -2.390 -1.047 3.329
H -2.262 -2.010 3.620
H -1.562 -0.616 3.692
O -0.736 -1.915 -1.118
H -1.560 -1.927 -0.693
H -1.057 -1.405 -1.919
```

Values from the calculation:
- Structure (SMILES): CSS.O.O.O

# 5
Density functional theory data (the ωB97M-V functional and the def2-TZVPD basis) for a cluster of 5 separate species, CH10O5 in total.

XYZ file:
```
16
CH10O5 (the ωB97M-V functional and the def2-TZVPD basis)
C 3.115 1.435 1.086
O 2.921 1.033 -0.168
H 4.058 2.009 1.415
H 2.459 1.246 1.989
O -0.264 -0.208 3.060
H 0.242 0.196 2.428
H -1.229 -0.053 2.793
O -2.018 -1.132 0.245
H -2.841 -1.559 0.363
H -1.406 -1.892 0.092
O 0.836 -1.787 -2.288
H 0.498 -1.832 -3.182
H 1.024 -0.895 -2.329
O -2.429 0.885 -2.145
H -2.252 0.744 -1.234
H -2.712 1.812 -2.125
```

Values from the calculation:
- Structure (SMILES): C=O.O.O.O.O

# 6
Density functional theory data (the ωB97M-V functional and the def2-TZVPD basis) for a cluster of 5 separate species, CH10O6 in total.

XYZ file:
```
17
CH10O6 (the ωB97M-V functional and the def2-TZVPD basis)
O -0.095 -1.724 -2.861
C -0.690 -0.736 -2.568
O -0.953 -0.411 -1.321
H -1.052 -0.026 -3.309
H -1.327 0.510 -1.276
O -0.668 0.997 2.110
H 0.222 0.620 2.148
H -1.168 0.725 2.903
O 1.774 -0.060 1.626
H 1.912 -0.623 0.862
H 2.329 -0.437 2.253
O 1.751 -2.146 -0.341
H 1.315 -1.834 -1.180
H 1.431 -3.025 -0.296
O -1.558 2.624 0.042
H -1.263 2.083 0.864
H -1.959 3.462 0.343
```

Values from the calculation:
- Structure (SMILES): O=CO.O.O.O.O

# 7
Density functional theory data (the ωB97M-V functional and the def2-TZVPD basis) for the molecule CH10SSi3.

XYZ file:
```
15
CH10SSi3 (the ωB97M-V functional and the def2-TZVPD basis)
Si 1.497 -0.435 -2.022
Si 1.641 -0.427 0.276
Si -0.352 -0.504 1.508
C -1.441 0.832 0.693
S -3.328 0.665 0.905
H 0.325 -0.980 -2.676
H 1.355 0.944 -2.440
H 2.600 -1.037 -2.685
H 2.588 0.753 0.683
H 2.421 -1.713 0.664
H -0.968 -1.913 1.255
H -0.453 -0.393 3.147
H -1.310 1.855 1.062
H -1.236 0.688 -0.318
H -3.338 1.664 -0.051
```

Values from the calculation:
- Structure (SMILES): [SiH3][SiH2][SiH2]CS

# 8
Density functional theory data (the ωB97M-V functional and the def2-TZVPD basis) for the molecule CH10Si3.

XYZ file:
```
14
CH10Si3 (the ωB97M-V functional and the def2-TZVPD basis)
Si -0.543 -1.545 1.153
C -0.510 0.105 -0.190
Si 0.206 1.722 0.749
Si 0.437 -0.150 -1.831
H -1.476 -1.574 2.241
H 0.977 -1.976 1.239
H -0.992 -2.722 0.477
H -1.608 0.328 -0.291
H -0.797 2.249 1.802
H 1.073 0.872 1.607
H 0.989 2.420 -0.283
H 0.351 1.058 -2.676
H -0.175 -1.419 -2.461
H 1.813 -0.449 -1.518
```

Values from the calculation:
- Structure (SMILES): [SiH3]C([SiH3])[SiH3]

ΔE to the lowest compared entry with this formula, charge and spin per entry: 0.904 16.350 0.752 1.335 1.880 0.557 0.000 0.079 eV
Frontier orbital gap per entry: 8.47 7.65 9.78 8.72 10.55 11.60 9.59 10.91 eV